(1)
ORCA calculation (ωB97M-V with the def2-TZVPD basis set) on 3 unconnected molecules or ions with the total composition C6H14N2 at a distorted geometry.

Calculated total energy, a.u.: -346.345990
LUMO level (spin up / spin down), eV: 0.59 / 0.59
E_HOMO (spin up / spin down), eV: -7.083 / -7.083

Structure (XYZ):
```
22
Properties=species:S:1:pos:R:3:forces:R:3:nbo_charge:R:1
C -1.192041 0.367775 -1.222714 0.19 -0.03 -0.03 -0.460
C -0.692187 -0.277099 -2.514411 -0.03 0.02 0.11 -0.620
C 0.652116 -1.734119 2.401431 1.30 2.31 1.47 -0.128
N 0.966886 -0.586465 2.447548 -0.97 -2.51 0.26 -0.263
H -2.285475 0.432795 -1.247368 0.02 -0.03 0.01 0.221
H -0.830121 1.397696 -1.157597 -0.01 -0.05 0.04 0.225
H -0.211497 -2.043556 0.959876 -0.95 0.43 -1.67 0.365
H 0.654569 -2.528151 3.139672 -0.26 -0.22 -0.48 0.249
H 0.392756 -0.394561 -2.511454 0.01 0.00 0.02 0.209
H -1.144564 -1.257657 -2.674632 0.01 0.01 -0.01 0.203
H -0.953197 0.347215 -3.368856 0.00 -0.03 0.01 0.221
C 1.152666 0.599210 0.513455 -1.10 0.06 -2.01 -0.441
C 0.862674 1.963435 1.076108 -0.05 -0.03 -0.04 -0.648
C -0.811590 -0.346710 0.045239 1.76 1.27 1.28 0.121
N -0.715729 -1.694330 0.055193 0.45 -1.42 0.82 -0.784
H -0.286745 -2.082775 -0.779562 -0.01 0.05 0.11 0.366
H -1.244763 0.056461 0.956477 -0.16 0.01 -0.10 0.196
H 1.197040 0.579332 -0.574052 0.00 0.52 -0.34 0.161
H 2.133057 0.218363 0.775750 -0.25 -0.37 0.49 0.200
H -0.098506 2.359647 0.732643 0.01 -0.04 -0.02 0.189
H 1.624252 2.691795 0.781440 0.00 0.04 0.05 0.204
H 0.830399 1.931701 2.165816 0.03 0.00 0.03 0.213
```
Forces are in eV/Å.

(2)
ORCA calculation (ωB97M-V with the def2-TZVPD basis set) on 3 unconnected molecules or ions with the total composition C6H14N2 at a distorted geometry.

Calculated total energy, a.u.: -346.318414
LUMO level (spin up / spin down), eV: 0.58 / 0.58
E_HOMO (spin up / spin down), eV: -5.734 / -5.733

Structure (XYZ):
```
22
Properties=species:S:1:pos:R:3:forces:R:3:nbo_charge:R:1
C 0.071450 -0.637324 -0.389089 -0.07 -0.85 0.11 0.577
C -0.172969 0.314256 0.635410 0.37 2.17 -2.32 -0.361
C -0.047580 1.857292 -0.723160 -0.30 -0.69 1.34 -0.522
C 1.358481 2.225979 -1.127089 0.11 0.20 -0.08 -0.638
N -0.952369 -1.146759 -1.125031 0.57 0.68 0.35 -0.798
N 1.323030 -0.898062 -0.823665 -0.26 -0.01 0.18 -0.789
C -0.422617 -1.636424 1.793411 0.02 -0.55 -0.15 -0.459
C -1.645899 -1.754644 2.306733 0.22 -0.04 -0.02 -0.528
H -0.729494 -1.756637 -1.895248 -0.28 -0.17 0.32 0.390
H -1.810332 -1.262953 -0.603974 0.07 -0.17 -0.33 0.426
H 1.483694 -1.261341 -1.748187 -0.06 -0.17 0.20 0.396
H 2.127124 -0.561601 -0.321236 -0.24 0.19 -0.06 0.414
H 0.649298 0.642116 1.249152 -0.07 -0.21 0.12 0.232
H -1.185347 0.513478 0.942474 0.02 -0.24 0.16 0.234
H -0.710871 1.680094 -1.570067 0.00 -0.10 0.06 0.185
H -0.499963 2.596249 -0.061161 0.04 0.17 -0.14 0.187
H 0.336264 -2.361145 2.108277 -0.08 -0.14 0.17 0.149
H 2.044981 2.203818 -0.271013 0.00 -0.10 -0.07 0.189
H 1.751324 1.571957 -1.912227 0.01 -0.03 0.16 0.190
H 1.431447 3.244577 -1.531377 -0.07 -0.05 0.04 0.208
H -2.445835 -1.053373 2.043056 -0.03 0.02 -0.04 0.146
H -1.953818 -2.519554 3.024010 0.02 0.06 0.01 0.173
```
Forces are in eV/Å.

(3)
ORCA calculation (ωB97M-V with the def2-TZVPD basis set) on a single C6H14N2 molecule at a distorted geometry.

Calculated total energy, a.u.: -346.439764
LUMO level, eV: 0.86
SMILES: C=C(CN)C(C)(C)N
E_HOMO, eV: -9.121

Structure (XYZ):
```
22
Properties=species:S:1:pos:R:3:forces:R:3:nbo_charge:R:1
C -0.660570 1.942872 -0.257505 -1.23 2.03 -0.84 -0.442
C -0.479391 0.687260 0.107529 2.95 0.60 -0.67 -0.001
C -1.480791 -0.097813 0.737695 -1.84 -3.28 -0.58 -0.283
N -2.533289 -0.637496 -0.263320 0.18 1.14 1.65 -0.819
C 0.887926 -0.083534 0.021668 -2.05 -0.61 -2.50 0.111
C 1.338350 -0.340087 1.454189 -2.25 -3.24 -0.62 -0.624
C 0.655072 -1.392962 -0.945168 0.24 1.21 1.50 -0.615
N 1.979048 0.578212 -0.668709 -0.19 3.16 -0.89 -0.829
H -1.518103 2.601453 0.137721 1.00 -1.43 -0.85 0.202
H -0.137904 2.391069 -1.129158 0.34 -0.03 1.21 0.197
H -1.952359 0.385321 1.553751 -0.99 0.56 0.57 0.211
H -1.006475 -0.985826 1.145349 -0.26 -0.15 0.25 0.201
H -2.224726 -1.218820 -1.017844 1.05 -0.64 0.15 0.354
H -2.846665 0.159457 -0.776197 -0.55 0.82 -0.12 0.345
H 0.992615 0.408601 2.124967 -0.54 0.37 0.70 0.220
H 1.067494 -1.437859 1.751719 0.40 2.18 -0.06 0.213
H 2.354145 -0.274962 1.381392 2.89 -0.06 0.26 0.228
H 1.525107 -2.004697 -0.804748 0.73 -0.18 -0.56 0.217
H -0.153219 -2.057305 -0.721417 -0.80 -0.10 0.81 0.201
H 0.442276 -1.101732 -1.976859 0.64 0.26 0.09 0.209
H 1.592968 0.920790 -1.572189 0.43 -0.85 0.30 0.348
H 2.158489 1.558065 -0.282857 -0.17 -1.74 0.21 0.354
```
Forces are in eV/Å.

(4)
ORCA calculation (ωB97M-V with the def2-TZVPD basis set) on a single C6H14N2 molecule at a distorted geometry.

Calculated total energy, a.u.: -346.460155
LUMO level, eV: 1.06
SMILES: CN/C=C/C[C@H](C)N
E_HOMO, eV: -7.356

Structure (XYZ):
```
22
Properties=species:S:1:pos:R:3:forces:R:3:nbo_charge:R:1
C 2.090284 -1.434014 2.351868 -0.92 -0.53 0.35 -0.396
N 1.076570 -0.399500 2.318748 0.63 -0.56 0.54 -0.624
C 0.076263 -0.353407 1.379930 -1.17 1.64 0.64 0.007
C -0.606468 0.774887 1.069287 0.80 -0.46 -0.65 -0.304
C -1.434167 0.818566 -0.174674 -1.83 -1.48 -0.97 -0.451
C -0.806204 0.146752 -1.442141 1.00 -0.76 0.69 -0.029
C 0.343226 0.986614 -1.966806 0.20 1.58 -0.67 -0.642
N -1.865379 -0.172414 -2.422277 0.55 0.83 0.62 -0.853
H 2.153898 -1.846019 3.367957 0.17 -0.01 -0.18 0.188
H 3.100608 -1.154276 2.033231 -0.22 0.23 -0.17 0.183
H 1.702114 -2.231484 1.710593 0.42 -0.05 0.03 0.198
H 1.208484 0.365868 2.954551 -0.12 0.26 -0.27 0.381
H -0.382883 -1.286236 1.063199 0.82 -0.25 -0.46 0.192
H -0.376048 1.702917 1.570182 0.30 0.20 -0.03 0.192
H -2.344204 0.199996 -0.115134 0.05 -0.04 0.60 0.213
H -1.932556 1.756423 -0.473027 0.88 0.18 0.30 0.219
H -0.372630 -0.847164 -1.159509 -0.29 0.80 0.26 0.164
H 0.897053 0.670829 -2.862882 -0.56 -0.41 0.10 0.208
H 1.138791 1.273521 -1.270618 -0.35 -0.66 0.52 0.227
H -0.074272 1.980881 -2.186010 -0.05 -0.08 -0.38 0.199
H -1.948360 -1.175028 -2.421549 -0.22 -0.02 -0.69 0.364
H -1.644119 0.222287 -3.324919 -0.09 -0.40 -0.17 0.363
```
Forces are in eV/Å.

(5)
ORCA calculation (ωB97M-V with the def2-TZVPD basis set) on a gas-phase ion, C6H14N2 (charge +2) at a distorted geometry.

Calculated total energy, a.u.: -345.778693
Net charge: +2
LUMO level, eV: -9.01
SMILES: C=[NH+]C(=C)C[C@H](C)[NH3+]
E_HOMO, eV: -17.919

Structure (XYZ):
```
22
Properties=species:S:1:pos:R:3:forces:R:3:nbo_charge:R:1
C 3.125301 0.180686 1.072190 -0.21 2.81 -4.58 0.174
N 1.965128 0.549005 0.607619 -0.52 -3.11 3.81 -0.422
C 0.686055 -0.034118 1.030750 0.41 -1.95 1.37 0.086
C 0.622778 -1.041100 1.962327 0.88 2.26 -1.12 -0.273
C -0.395075 0.662593 0.272727 -0.60 5.00 2.40 -0.478
C -1.326414 -0.103145 -0.560681 -1.25 -2.60 2.67 -0.057
C -0.593112 -1.036978 -1.520578 -0.12 -0.08 -3.91 -0.689
N -2.369038 0.844822 -1.183837 -0.07 -0.79 -1.41 -0.720
H 3.919647 0.540563 0.413101 0.28 0.55 0.79 0.242
H 3.443950 -0.508125 1.780587 -0.57 -1.48 1.45 0.250
H 1.656887 1.336775 0.084788 1.68 0.96 -1.36 0.452
H -0.307740 -1.427502 2.348487 -0.12 -0.09 -0.23 0.254
H 1.542942 -1.361282 2.488807 -0.76 0.01 -0.50 0.236
H 0.014900 1.489877 -0.386521 0.11 -0.94 0.43 0.208
H -0.943812 1.419799 1.096683 0.88 -2.18 -1.97 0.274
H -1.966671 -0.695353 0.287343 1.23 0.81 -2.56 0.248
H 0.434248 -0.669808 -1.984887 -2.19 -0.18 1.15 0.248
H -0.394391 -2.093428 -1.275205 -0.35 0.65 0.84 0.295
H -1.301676 -1.185077 -2.445540 1.37 0.26 1.41 0.249
H -2.479453 0.618512 -2.233210 -0.65 -0.38 1.99 0.478
H -2.134646 1.851305 -1.306996 0.03 -0.46 1.10 0.458
H -3.199805 0.661973 -0.547947 0.53 0.92 -1.77 0.487
```
Forces are in eV/Å.

(6)
ORCA calculation (ωB97M-V with the def2-TZVPD basis set) on a single C6H14N2O molecule at a distorted geometry.

Calculated total energy, a.u.: -421.662275
LUMO level, eV: 0.82
SMILES: C/C=C(\N)[C@@H](C)N(C)O
E_HOMO, eV: -7.752

Structure (XYZ):
```
23
Properties=species:S:1:pos:R:3:forces:R:3:nbo_charge:R:1
C -0.767344 -0.017340 -2.656305 -0.10 -0.06 0.05 -0.644
C -0.177039 0.402594 -1.348687 1.02 -0.07 0.25 -0.309
C 0.586342 -0.380075 -0.545391 -1.42 0.92 -0.37 0.158
N 0.844483 -1.717511 -0.831884 0.16 -0.35 0.31 -0.819
C 0.982843 0.118167 0.827501 -2.08 0.63 0.11 -0.076
C 1.840579 1.381568 0.852698 0.05 0.22 0.19 -0.620
N -0.363502 0.358147 1.702265 1.65 -0.32 0.70 -0.156
C -1.270872 -0.779016 1.780660 0.25 -0.11 -0.30 -0.459
O -1.101879 1.565111 1.417273 0.41 -0.90 -0.36 -0.576
H -1.570514 0.669020 -2.939157 0.12 -0.12 -0.06 0.218
H -0.013528 -0.009711 -3.448864 -0.10 -0.08 -0.11 0.214
H -1.207537 -1.018884 -2.604823 0.03 -0.01 -0.11 0.191
H -0.242985 1.463578 -1.130011 -0.03 -0.19 0.30 0.213
H 1.007663 -2.302975 -0.019100 -0.09 0.13 -0.28 0.373
H 0.224176 -2.153510 -1.503513 0.16 0.10 0.10 0.379
H 1.550279 -0.669166 1.338612 -0.51 0.04 0.22 0.201
H 2.565447 1.396851 0.030705 -0.20 -0.21 0.11 0.220
H 1.250796 2.299115 0.781420 -0.10 -0.24 -0.05 0.234
H 2.405389 1.429852 1.790281 -0.18 0.02 -0.11 0.216
H -2.204994 -0.555149 2.309092 0.39 0.39 0.11 0.210
H -1.567860 -1.155827 0.797315 -0.04 -0.07 -0.32 0.169
H -0.805009 -1.603905 2.332670 0.14 0.22 -0.13 0.211
H -1.964935 1.279067 1.067241 0.48 0.07 -0.25 0.452
```
Forces are in eV/Å.

(7)
ORCA calculation (ωB97M-V with the def2-TZVPD basis set) on 2 unconnected molecules or ions with the total composition C6H14N2O at a distorted geometry.

Calculated total energy, a.u.: -421.686260
LUMO level, eV: 0.83
SMILES: CC(C)=C(C)O.[H]/N=C\N
E_HOMO, eV: -7.731

Structure (XYZ):
```
23
Properties=species:S:1:pos:R:3:forces:R:3:nbo_charge:R:1
C -0.722692 -1.426804 0.693875 2.44 0.02 -0.09 -0.632
C -1.295545 -0.172070 0.219252 1.02 1.74 -0.98 -0.056
C -1.994952 0.703642 1.224609 -0.05 -0.01 -0.18 -0.635
C -0.781715 0.405254 -0.916937 -3.19 -0.80 0.05 0.248
C -0.371234 -0.386568 -2.134938 0.66 0.23 0.29 -0.681
O -1.204729 1.706710 -1.174758 0.33 0.00 0.02 -0.701
H -1.299052 -1.895946 1.488653 0.42 0.10 0.22 0.220
H -0.523844 -2.150263 -0.091099 -0.27 -0.20 -0.14 0.222
H 0.415101 -1.097308 0.943248 -2.52 -1.27 0.50 0.225
H -1.387069 1.571936 1.489119 0.00 0.06 0.00 0.214
H -2.208628 0.155664 2.140109 -0.08 -0.04 0.00 0.208
H -2.924857 1.088525 0.804140 -0.05 0.07 0.10 0.227
H 0.390597 -1.117834 -1.878746 0.02 -0.15 -0.05 0.255
H -1.230606 -0.883647 -2.585413 -0.02 0.03 0.03 0.227
H 0.087030 0.264166 -2.880857 0.03 0.05 -0.07 0.207
H -0.961440 1.946183 -2.075019 0.01 -0.05 0.09 0.477
H 3.459021 -1.061918 0.026989 0.09 0.16 0.05 0.321
N 2.589085 -0.765858 -0.416953 -0.32 -0.90 0.24 -0.738
C 1.879698 -0.002857 0.311192 -0.15 2.84 -2.17 0.251
N 2.267229 0.673041 1.440497 -0.22 -0.47 0.21 -0.843
H 0.921534 0.500780 -0.247590 1.98 -1.38 1.86 0.200
H 1.724776 1.451386 1.771301 0.05 -0.15 0.06 0.398
H 3.172290 0.493785 1.849326 -0.17 0.11 -0.03 0.386
```
Forces are in eV/Å.

(8)
ORCA calculation (ωB97M-V with the def2-TZVPD basis set) on a single C6H14N2O molecule at a distorted geometry.

Calculated total energy, a.u.: -421.731361
LUMO level, eV: 0.85
SMILES: [H]/N=C(/C)C[C@](C)(O)NC
E_HOMO, eV: -9.014

Structure (XYZ):
```
23
Properties=species:S:1:pos:R:3:forces:R:3:nbo_charge:R:1
H -0.575531 0.142630 2.021337 -0.26 0.06 -0.14 0.323
N -1.160477 -0.643432 1.724829 0.26 -0.44 -1.60 -0.638
C -1.368100 -0.627894 0.446726 -1.04 1.16 1.89 0.339
C -2.239617 -1.706169 -0.151846 0.04 0.03 0.16 -0.675
C -1.062724 0.584334 -0.447212 -0.45 -0.73 0.21 -0.523
C 0.437625 0.807317 -0.655674 0.41 -0.98 -0.42 0.409
C 0.973577 1.989729 0.153394 0.34 -0.24 0.35 -0.638
O 0.618247 1.153595 -2.013876 0.25 -0.16 -0.87 -0.740
N 1.194947 -0.475377 -0.494884 0.09 1.35 0.22 -0.686
C 1.903282 -0.759220 0.739176 0.48 -0.58 -0.01 -0.416
H -1.613221 -2.431534 -0.676210 -0.09 -0.08 -0.09 0.220
H -2.951016 -1.284305 -0.868166 0.20 -0.02 0.00 0.218
H -2.815074 -2.215019 0.625391 0.31 -0.01 -0.04 0.239
H -1.553814 0.409305 -1.412913 0.36 0.17 0.11 0.233
H -1.540257 1.467316 -0.007946 0.05 -0.12 -0.01 0.231
H 0.503918 2.922638 -0.181944 -0.12 -0.42 -0.07 0.234
H 2.050456 2.117956 -0.004752 -0.15 -0.19 0.04 0.224
H 0.783987 1.885617 1.224695 0.00 0.04 -0.03 0.199
H 1.296006 0.525206 -2.319121 -0.20 0.46 0.03 0.486
H 0.771853 -1.303464 -0.906123 -0.27 0.57 0.21 0.377
H 2.969135 -0.880527 0.519837 0.02 0.02 0.19 0.187
H 1.553779 -1.695963 1.183110 -0.03 0.14 0.10 0.201
H 1.823016 0.017261 1.502175 -0.18 -0.03 -0.24 0.198
```
Forces are in eV/Å.

Energy relative to the best compared isomer or geometry (same formula, charge and spin) across the listed records, respectively: 475.7, 548.1, 229.5, 175.9, 284.6, 362.3, 299.3, 180.9 kJ/mol.